Entry 1:
Molecular formula: C11H19MgNOP
Method: DFT, ωB97M-V with the def2-TZVPD basis set

Values from the calculation:
Charge: -1
Kohn-Sham gap (spin up / spin down) in hartree: 0.1022 / 0.1022
LUMO (spin up / spin down) in eV: 2.4 / 2.4
HOMO level (spin up / spin down) in Ha: -0.0139 / -0.0140

Each line ends with the Mulliken charge.
Positions of all 34 atoms, in Å:
1 C 2.568 -2.435 -2.090  -0.32
2 C 3.716 -2.161 -2.805  -0.36
3 C 4.214 -0.854 -3.015  -0.20
4 C 3.601 0.339 -2.563  -0.11
5 C 2.439 0.366 -1.819  -0.49
6 Mg 1.451 -1.178 -0.971  -0.25
7 P 0.373 -3.073 0.069  -0.14
8 H 2.265 -3.495 -2.111  0.02
9 H 4.254 -2.985 -3.290  0.21
10 H 5.115 -0.753 -3.632  0.23
11 H 2.041 1.378 -1.641  -0.08
12 H 4.057 1.286 -2.878  0.22
13 H 0.414 -3.187 1.481  0.04
14 H 0.848 -4.356 -0.299  0.09
15 H -1.016 -3.253 -0.145  0.03
16 O 0.182 0.360 -0.534  -0.45
17 C -0.847 0.721 0.043  0.39
18 C -1.691 -0.248 0.830  0.39
19 C -1.736 0.069 2.327  -0.62
20 C -2.671 1.224 2.683  -0.65
21 C -2.293 2.589 2.106  -0.55
22 C -2.343 2.651 0.575  -0.71
23 N -1.184 2.036 -0.044  -0.12
24 H -2.716 -0.324 0.409  0.40
25 H -1.242 -1.228 0.751  -0.80
26 H -2.151 -0.826 2.843  0.31
27 H -0.710 0.237 2.720  0.33
28 H -3.703 0.967 2.355  0.28
29 H -2.687 1.314 3.792  0.31
30 H -3.057 3.299 2.491  0.32
31 H -1.300 2.927 2.477  0.30
32 H -3.287 2.211 0.187  0.27
33 H -2.335 3.727 0.295  0.38
34 H -0.568 2.655 -0.596  0.35

Force components x, y, z for each atom (eV/Å):
C -0.77 -1.82 0.66
C 0.13 0.85 -0.33
C 0.45 -0.45 -0.24
C -0.38 -0.14 0.07
C 0.47 1.20 0.05
Mg 1.15 1.21 -1.11
P 0.02 -0.51 0.05
H 0.49 -0.49 -0.26
H 0.14 0.15 -0.08
H -0.15 -0.05 0.16
H 0.39 0.43 -0.12
H 0.18 -0.09 -0.18
H -0.35 -0.36 -0.03
H -0.13 0.33 0.11
H -0.22 -0.45 0.40
O -1.66 -0.01 1.05
C 1.02 0.18 -0.88
C -0.50 0.20 0.33
C -0.43 -0.23 0.45
C 0.09 0.06 0.58
C -0.64 0.28 0.29
C 0.03 0.56 0.19
N -0.11 0.54 -0.26
H 0.43 0.17 0.21
H 0.11 0.00 -0.42
H 0.45 0.40 -0.26
H -0.56 -0.07 -0.27
H 0.50 0.13 0.18
H -0.15 -0.05 -0.57
H 0.50 -0.18 -0.18
H -0.52 -0.22 -0.31
H 0.41 0.21 0.26
H -0.03 -0.74 -0.05
H -0.35 -1.05 0.49

***

Entry 2:
Molecular formula: C11H19MgNOP
Method: DFT, ωB97M-V with the def2-TZVPD basis set

Values from the calculation:
Charge: -1
Kohn-Sham gap (spin up / spin down) in hartree: 0.0925 / 0.0925
LUMO (spin up / spin down) in eV: 2.8 / 2.8
HOMO level (spin up / spin down) in Ha: 0.0111 / 0.0111

Each line ends with the Mulliken charge.
Positions of all 34 atoms, in Å:
1 C -1.173 0.182 -0.428  -0.19
2 C -0.592 1.490 -0.919  -0.92
3 C -0.722 2.518 0.014  -0.70
4 C -1.327 1.956 1.190  -0.90
5 C -1.750 0.611 0.869  -0.14
6 Mg 0.423 1.008 0.836  0.10
7 P -0.500 -1.094 -1.661  -0.31
8 H -2.327 0.023 -0.677  0.39
9 H -0.186 1.609 -1.927  0.50
10 H -0.373 3.559 -0.069  0.58
11 H -2.254 0.076 1.723  0.67
12 H -1.440 2.491 2.171  0.93
13 H 0.906 -1.175 -1.561  0.14
14 H -0.764 -0.832 -3.034  0.15
15 H -0.977 -2.393 -1.423  0.15
16 O 1.318 -0.567 1.011  -0.77
17 C 1.542 -1.575 1.780  -1.31
18 C 2.053 -2.842 1.227  -0.14
19 C 3.476 -3.237 1.686  -0.80
20 C 3.522 -3.849 3.083  -0.72
21 C 3.011 -2.908 4.154  -0.87
22 C 1.535 -2.549 4.017  -1.61
23 N 1.330 -1.468 3.051  1.06
24 H 1.357 -3.619 1.563  0.28
25 H 2.020 -2.801 0.139  0.29
26 H 3.859 -3.986 0.981  0.39
27 H 4.175 -2.388 1.607  0.29
28 H 2.981 -4.808 3.114  0.34
29 H 4.560 -4.108 3.311  0.36
30 H 3.141 -3.380 5.129  0.47
31 H 3.624 -2.000 4.190  0.36
32 H 0.944 -3.444 3.733  0.15
33 H 1.151 -2.198 4.970  0.82
34 H 0.745 -0.638 3.353  -0.06

Force components x, y, z for each atom (eV/Å):
C -6.42 3.74 0.05
C 0.03 -1.05 -1.64
C -1.66 1.34 1.16
C -1.72 1.16 -0.29
C 1.14 1.82 4.30
Mg 3.89 -0.10 2.19
P 1.75 -1.30 -0.60
H 1.28 -1.31 -1.98
H -0.08 -0.09 0.33
H -0.05 -0.85 0.00
H 0.62 -0.12 -1.59
H 0.15 -0.72 -1.20
H 0.34 -0.53 -0.60
H -0.14 -0.26 0.05
H 0.01 0.01 -0.17
O 0.98 -3.18 0.68
C -0.50 2.23 -2.10
C 0.77 -0.89 -0.20
C 0.13 -0.26 -0.29
C 0.36 0.02 -0.11
C -0.04 -0.12 0.47
C 0.12 0.10 -0.42
N -1.41 0.32 2.08
H 0.06 -0.07 -0.18
H -0.09 0.20 0.08
H -0.13 0.12 0.03
H -0.39 -0.12 0.13
H -0.11 0.28 -0.10
H 0.06 0.01 0.01
H 0.02 -0.16 0.16
H -0.23 -0.06 -0.11
H 0.22 0.40 0.14
H -0.09 0.15 0.06
H 1.13 -0.72 -0.33

***

Entry 3:
Molecular formula: C11H19N3O2S
Method: DFT, ωB97M-V with the def2-TZVPD basis set

Values from the calculation:
Kohn-Sham gap in hartree: 0.0894
LUMO in eV: -2.1
HOMO level in Ha: -0.1679

Each line ends with the Mulliken charge.
Positions of all 36 atoms, in Å:
1 C -2.559 3.270 -0.003  -0.14
2 N -3.227 2.526 -0.789  0.03
3 C -2.723 1.150 -0.720  -0.87
4 C -1.893 1.012 0.596  0.57
5 C -0.749 0.095 0.146  -0.86
6 C -0.173 -0.817 1.220  -0.80
7 C 0.870 -1.730 0.575  -0.77
8 C 2.154 -0.998 0.141  -0.70
9 S 2.848 -1.522 -1.455  -0.17
10 C 1.873 -0.704 -2.631  0.26
11 N 0.666 -0.293 -2.475  0.31
12 N 0.276 0.347 -3.629  -0.84
13 C 1.273 0.262 -4.423  0.08
14 O 2.305 -0.373 -3.887  -0.35
15 C -1.547 2.521 0.765  -0.90
16 H -2.780 4.327 0.039  0.46
17 H -3.966 2.788 -1.428  0.25
18 H -1.987 1.125 -1.534  0.34
19 H -3.385 0.336 -0.993  0.45
20 H -2.609 0.624 1.313  0.53
21 H -1.135 -0.559 -0.626  0.37
22 H 0.025 0.712 -0.298  0.24
23 H -0.973 -1.481 1.540  0.34
24 H 0.242 -0.285 2.074  0.28
25 H 1.123 -2.563 1.225  0.45
26 H 0.418 -2.143 -0.327  0.41
27 H 2.935 -1.270 0.847  0.38
28 H 2.066 0.085 0.173  0.36
29 H 1.232 0.666 -5.414  0.43
30 H -0.557 2.746 0.364  0.34
31 H -1.534 2.895 1.788  0.44
32 C 2.281 -2.576 3.554  -0.46
33 O 1.520 -3.517 2.981  -0.85
34 H 3.374 -2.576 3.274  0.12
35 H 1.989 -1.494 3.344  -0.01
36 H 2.328 -2.585 4.674  0.26

Force components x, y, z for each atom (eV/Å):
C -0.43 0.47 -0.15
N -0.31 -0.90 0.55
C 1.38 -0.67 -1.23
C -1.08 0.97 -2.40
C -0.13 -0.13 1.66
C 0.20 -0.36 -0.63
C 0.04 0.31 -0.73
C -0.47 -0.24 0.38
S 0.77 -0.12 -0.34
C -0.63 0.38 -0.04
N -0.56 -0.04 0.77
N -0.36 0.20 0.06
C -1.08 0.41 -0.09
O 1.55 -0.64 0.08
C 0.02 -0.29 1.13
H 0.20 0.15 0.06
H 0.02 0.39 0.06
H 0.02 -0.05 -0.10
H -0.72 0.31 0.46
H 0.50 -0.02 0.72
H 0.08 -0.08 -0.26
H 0.01 0.06 -0.25
H -0.06 0.04 0.47
H -0.03 0.04 0.17
H 0.11 -0.27 0.62
H -0.15 -0.12 -0.07
H 0.29 0.00 -0.06
H 0.03 0.15 -0.21
H 0.67 -0.18 -0.29
H 0.13 0.05 -0.18
H 0.07 -0.05 0.15
C 0.27 0.26 0.17
O -0.04 0.19 -0.24
H -0.03 -0.12 -0.12
H -0.11 0.00 -0.10
H -0.14 -0.09 -0.02

***

Entry 4:
Molecular formula: C11H19N3S
Method: DFT, ωB97M-V with the def2-TZVPD basis set

Values from the calculation:
Kohn-Sham gap (spin up / spin down) in hartree: 0.2389 / 0.2389
LUMO (spin up / spin down) in eV: -1.2 / -1.2
HOMO level (spin up / spin down) in Ha: -0.2812 / -0.2812

Each line ends with the Mulliken charge.
Positions of all 34 atoms, in Å:
1 C -1.536 -0.420 1.823  -0.92
2 C -0.171 0.341 1.715  -1.39
3 C 0.155 -1.638 -1.156  -0.90
4 C -1.037 0.536 -1.054  -1.75
5 C 3.940 2.357 -0.113  -0.41
6 C -1.750 -1.217 0.510  0.11
7 C 0.285 -0.176 -0.943  0.01
8 C -0.369 -1.746 0.267  -0.64
9 C -2.253 -0.309 -0.592  0.65
10 C 0.491 -0.484 0.639  1.06
11 C -3.412 0.525 -0.242  -1.75
12 N 3.201 0.646 -1.484  -0.88
13 N 1.892 -0.749 0.963  -0.54
14 N 3.378 1.231 -0.353  0.45
15 S 2.717 -2.045 0.701  -0.12
16 H -1.529 -1.203 2.596  0.34
17 H -2.397 0.269 2.014  0.45
18 H -0.403 1.311 1.438  0.28
19 H 0.521 0.247 2.640  0.39
20 H -0.522 -1.805 -2.018  0.41
21 H 1.257 -1.949 -1.361  0.26
22 H -1.007 1.418 -0.433  0.27
23 H -1.182 0.817 -2.055  0.51
24 H 4.567 2.972 -0.670  0.31
25 H 4.068 2.516 1.018  0.18
26 H -2.564 -2.080 0.681  0.36
27 H 1.116 0.262 -1.288  1.03
28 H -0.182 -2.659 0.833  0.47
29 H -2.482 -0.981 -1.521  0.28
30 H -3.162 1.478 0.236  0.43
31 H -4.337 0.087 0.352  0.22
32 H -3.794 0.783 -1.252  0.45
33 H 2.761 0.694 0.368  0.24
34 H 3.741 0.971 -2.259  0.14

Force components x, y, z for each atom (eV/Å):
C -0.91 -0.04 0.68
C 0.38 -3.06 1.60
C 1.13 -0.45 -2.07
C -0.26 -0.02 0.96
C 0.44 0.45 5.71
C -2.26 -1.19 1.06
C -2.17 -0.23 3.19
C 1.06 -0.65 0.30
C 1.86 -2.33 -1.62
C 0.66 -1.93 -0.66
C -3.19 0.70 -0.45
N -0.88 -2.25 -0.25
N -0.09 0.84 -0.42
N -1.38 -0.59 -1.47
S -0.53 0.25 0.19
H 0.16 0.55 0.19
H 0.73 -0.61 0.10
H 0.19 2.14 -0.30
H -1.54 0.56 -1.27
H 0.52 -0.75 0.44
H -2.33 -0.41 0.39
H 0.01 0.66 -0.08
H -0.24 0.70 -1.46
H 0.60 0.35 -1.78
H -0.45 0.06 -1.75
H 1.76 1.76 -0.25
H 2.53 1.99 -1.97
H 0.15 -0.06 0.05
H 0.01 0.98 1.70
H 0.12 -0.23 0.08
H 2.14 0.38 -1.16
H -0.40 0.37 0.70
H 1.46 1.02 -0.29
H 0.72 1.03 -0.09

***

Relative energy (zero: lowest compared OMol25 entry of this formula, charge and spin) for every record listed, in sequence, given in kJ/mol: 0.0; 412.3; 690.2; 638.1.